{
  "formula": "C5H12N2O2Pt",
  "method": "ωB97M-V with the def2-TZVPD basis set",
  "charge": 2,
  "homo_lumo_gap_ev": [6.6, 5.5],
  "fmax_ev_per_a": 4.36,
  "e_homo_ev": [-16.48, -18.86],
  "multiplicity": 5,
  "species": ["Pt", "O", "O", "N", "N", "C", "C", "C", "C", "C", "H", "H", "H", "H", "H", "H", "H", "H", "H", "H", "H", "H"],
  "positions_angstrom": [[0.48128, -1.44457, -0.96020], [-1.86921, -1.61870, 1.02600], [1.88648, 0.99460, -1.16296], [-0.95305, -0.81603, 0.31771], [0.85753, 0.50528, -0.62771], [-1.87103, 0.86985, 1.90793], [0.05532, 1.21108, 0.22988], [0.38220, 2.59346, 0.64487], [1.55645, -1.55548, -2.60173], [-0.93359, 0.42208, 0.81859], [-2.48188, 1.72993, 1.57344], [-1.72399, -2.52545, 0.71033], [-2.53603, 0.05913, 2.22951], [2.62709, -1.53339, -2.36224], [-1.32788, 1.20193, 2.81396], [0.38698, 3.27592, -0.21241], [1.31544, -2.84088, -0.48702], [1.31169, -2.48829, -3.12550], [-0.34449, 2.94528, 1.38720], [1.37859, 2.64041, 1.09664], [0.62565, -2.95594, -0.08994], [1.17646, -0.67020, -3.12633]]
}



{
  "formula": "C5H12N3",
  "method": "ωB97M-V with the def2-TZVPD basis set",
  "charge": 1,
  "homo_lumo_gap_ev": 7.6,
  "relative_energy_kcal_mol": 130.7,
  "fmax_ev_per_a": 3.65,
  "e_homo_ev": -12.02,
  "multiplicity": 1,
  "species": ["N", "N", "N", "C", "C", "C", "C", "C", "H", "H", "H", "H", "H", "H", "H", "H", "H", "H", "H", "H"],
  "positions_angstrom": [[-2.37100, 0.46341, 0.56272], [1.76182, 0.50329, 0.12506], [1.03463, 1.69964, -0.05209], [2.55932, -0.07265, -1.07287], [0.99680, -0.60798, 0.68101], [-2.76507, -0.66187, -0.30980], [-0.27068, -0.58431, 1.00299], [-1.11032, 0.59523, 0.92385], [1.64194, -1.54795, 0.96720], [2.73588, 0.74938, -1.62356], [-0.72488, 1.56139, 1.24768], [2.08635, -0.80157, -1.81356], [-3.15850, 1.19114, 0.51489], [-2.08717, -0.83635, -1.26616], [0.94885, 1.94922, -1.03087], [-0.75865, -1.49140, 1.19951], [-3.89313, -0.61550, -0.49777], [-2.60626, -1.59495, 0.28492], [3.49501, -0.47416, -0.70241], [2.48506, 0.57599, 0.85929]]
}



{
  "formula": "C5H12N3OS2",
  "method": "ωB97M-V with the def2-TZVPD basis set",
  "charge": 1,
  "smiles": "CN/[NH+]=C(/NC)SSC(C)=O",
  "homo_lumo_gap_ev": 9.2,
  "relative_energy_kcal_mol": 0.0,
  "fmax_ev_per_a": 4.62,
  "e_homo_ev": -12.66,
  "multiplicity": 1,
  "species": ["S", "S", "O", "N", "N", "N", "C", "C", "C", "C", "C", "H", "H", "H", "H", "H", "H", "H", "H", "H", "H", "H", "H"],
  "positions_angstrom": [[2.41510, -1.59689, 0.33166], [2.05262, 0.15657, -0.62490], [-0.12626, -1.79589, -0.31970], [-0.25450, 1.58687, -0.40027], [0.67587, 0.99611, 1.59835], [-0.33422, 1.77718, -1.75651], [0.97289, -3.82801, 0.03195], [-0.48090, 1.35205, 2.37995], [-1.72341, 1.85962, -2.20938], [0.83825, -2.44397, -0.06354], [0.68141, 0.93307, 0.25481], [1.14311, -4.26993, -1.04870], [1.45222, 0.47241, 2.05143], [-1.65608, 1.94346, -3.25504], [-1.28868, 1.27636, 1.77545], [-0.62217, 0.73854, 3.15577], [-0.95015, 2.25628, 0.20702], [-0.05278, -4.13214, 0.35035], [-2.16922, 2.74368, -1.88698], [-2.10692, 0.88176, -1.97150], [0.09766, 0.95493, -2.12138], [1.74208, -4.19834, 0.71752], [-0.30593, 2.33628, 2.80363]]
}